(1)
# C4H6N2O2

One molecule with the formula C4H6N2O2 in a non-equilibrium geometry (ωB97M-V/def2-TZVPD, OMol25).

```
14
C4H6N2O2 ωB97M-V/def2-TZVPD
O 2.8388 0.1285 0.6880
C 1.8721 -0.1942 0.0986
O 1.9056 -0.9245 -1.0209
C 0.4733 0.2831 0.4693
C -0.2347 1.2333 -0.4251
N -1.3687 0.9247 -0.7990
C -1.7519 -0.2881 -0.1185
N -0.4548 -0.8428 0.3908
H 0.8488 -1.0981 -1.1439
H 0.6077 0.8714 1.4277
H 0.3466 2.1963 -0.7276
H -2.2413 -0.0305 0.7345
H -2.3502 -0.8727 -0.8814
H -0.4911 -1.3864 1.3074
```

Values from the calculation:
* LUMO: 0.59 eV
* charge: 0
* frontier orbital gap: 10.50 eV
* SMILES string: O=C(O)[C@H]1C=NCN1
* highest occupied orbital energy: -9.9 eV



(2)
# C21H26N4O4

One molecule with the formula C21H26N4O4 (ωB97M-V/def2-TZVPD, OMol25).

```
55
C21H26N4O4 ωB97M-V/def2-TZVPD
C 4.2328 -2.6776 5.3183
O 4.2461 -3.4275 4.1267
C 3.1715 -3.3498 3.2981
C 3.2143 -4.1662 2.1656
C 2.1658 -4.1706 1.2701
C 1.0653 -3.3527 1.4718
C 1.0249 -2.5246 2.5852
C -0.1833 -1.6942 2.8891
O -0.8536 -1.9005 3.8840
N -0.4853 -0.7086 2.0089
C 0.3040 -0.3116 0.8709
C -0.5121 -0.4562 -0.4148
C -1.8007 0.3706 -0.3022
N -2.6089 0.2185 -1.4884
N -3.5399 -0.7381 -1.5722
C -4.0556 -0.6440 -2.7800
C -3.4523 0.3814 -3.5188
C -2.5161 0.9105 -2.6543
N -1.5910 1.9281 -2.8089
C -1.5028 2.7792 -3.8679
O -2.2077 2.7415 -4.8480
C -0.3701 3.7908 -3.6883
C 0.9999 3.0802 -3.6623
C 1.4354 3.1755 -2.1853
O 0.2853 3.5588 -1.4538
C -0.4185 4.4485 -2.2988
C -2.5811 -0.0763 0.9343
C -1.7009 0.0589 2.1748
C 2.0673 -2.5315 3.5046
H 3.3827 -2.9470 5.9522
H 4.2094 -1.6018 5.1161
H 5.1598 -2.9265 5.8324
H 4.0770 -4.7970 2.0220
H 2.2024 -4.8190 0.4075
H 0.2367 -3.3731 0.7804
H 0.5918 0.7424 0.9951
H 1.2115 -0.9139 0.8213
H -0.7832 -1.5018 -0.5681
H 0.0823 -0.1284 -1.2698
H -1.5413 1.4330 -0.1907
H -4.8381 -1.3097 -3.0840
H -3.6555 0.6997 -4.5182
H -0.9799 2.1161 -2.0212
H -0.4459 4.5218 -4.4924
H 1.7166 3.5765 -4.3130
H 0.9092 2.0437 -3.9859
H 1.7943 2.2321 -1.7715
H 2.2172 3.9362 -2.0645
H -1.4268 4.5731 -1.9029
H 0.0838 5.4246 -2.3224
H -2.8881 -1.1131 0.7999
H -3.4801 0.5295 1.0465
H -1.4434 1.1127 2.3410
H -2.2125 -0.3255 3.0585
H 1.9875 -1.8972 4.3731
```

Values from the calculation:
* LUMO: 0.46 eV
* charge: 0
* frontier orbital gap: 8.92 eV
* SMILES string: COc1cccc(C(=O)N2CCC(n3nccc3NC(=O)[C@@H]3CCOC3)CC2)c1
* highest occupied orbital energy: -8.5 eV



(3)
# C30H42FN11OP

A 12-piece molecular cluster, C30H42FN11OP overall in a non-equilibrium geometry (ωB97M-V/def2-TZVPD, OMol25).

```
86
C30H42FN11OP ωB97M-V/def2-TZVPD
O 3.1366 0.0378 0.9708
C 2.2164 -0.1403 1.6997
F 1.6635 0.8810 2.3524
C 1.6055 -1.4911 1.9352
P 0.2677 -1.9145 0.7703
C -1.2148 -0.9730 1.0919
C -2.4083 -1.6780 1.0643
C -3.6101 -1.0538 1.2566
C -3.6309 0.3101 1.4814
C -2.4563 1.0154 1.5358
C -1.2434 0.3913 1.3412
H 2.4207 -2.1857 1.7372
H 1.3179 -1.6536 2.9713
H -0.0203 -3.2599 0.8913
H 0.7964 -1.7136 -0.4908
H -2.4055 -2.7436 0.8862
H -4.5353 -1.6004 1.2028
H -4.5791 0.8028 1.6277
H -2.4685 2.0788 1.7043
H -0.3352 0.9660 1.3807
C 0.5687 -5.8848 3.0948
C -0.0848 -4.5898 3.2259
N -0.6124 -3.5727 3.3294
H -0.0620 -6.5521 2.5101
H 1.5346 -5.7737 2.5947
H 0.7304 -6.3207 4.0789
C 4.9412 -5.0694 3.9253
C 4.1498 -5.8776 3.0065
N 3.5251 -6.5250 2.2927
H 5.6398 -5.7056 4.4647
H 5.5010 -4.3195 3.3696
H 4.2870 -4.5741 4.6409
C 5.1451 1.9016 -0.7597
C 5.3765 2.2555 -2.1555
N 5.5847 2.4966 -3.2593
H 4.3363 2.5010 -0.3481
H 4.8796 0.8503 -0.6856
H 6.0516 2.0826 -0.1851
C 5.4985 4.6312 -6.0450
C 4.4747 5.5773 -6.4658
N 3.6554 6.3091 -6.7985
H 5.3518 4.3636 -5.0010
H 5.4345 3.7301 -6.6515
H 6.4866 5.0707 -6.1652
C -8.0199 -3.0587 0.6246
C -7.1968 -1.9812 0.0946
N -6.5592 -1.1221 -0.3233
H -8.6845 -2.6653 1.3872
H -8.6186 -3.4947 -0.1721
H -7.3855 -3.8297 1.0594
C 0.3512 0.8104 5.5922
C -1.0021 0.4170 5.2210
N -2.0712 0.1209 4.9291
H 0.8161 0.0223 6.1822
H 0.9438 0.9882 4.6982
H 0.3203 1.7235 6.1832
C -2.3903 -2.4346 -3.5886
C -1.6516 -2.3894 -2.3388
N -1.0848 -2.3543 -1.3422
H -1.7900 -2.0015 -4.3864
H -2.6250 -3.4681 -3.8359
H -3.3156 -1.8698 -3.4850
C -2.0695 3.8703 -1.7853
C -2.8028 3.9403 -0.5312
N -3.3880 3.9964 0.4539
H -1.0809 3.4485 -1.6115
H -2.6095 3.2425 -2.4925
H -1.9607 4.8704 -2.1994
C -9.1805 0.4119 3.0483
C -9.9446 -0.4477 2.1536
N -10.5465 -1.1177 1.4417
H -8.4608 -0.1825 3.6082
H -8.6492 1.1645 2.4690
H -9.8527 0.9067 3.7462
C 1.6589 7.5905 -4.7800
C 0.7121 7.6416 -3.6745
N -0.0345 7.6819 -2.8035
H 2.6362 7.2869 -4.4147
H 1.3230 6.8713 -5.5222
H 1.7440 8.5680 -5.2489
C 7.3190 -0.7031 -3.8607
C 8.1322 -1.7002 -3.1764
N 8.7687 -2.4884 -2.6382
H 6.8656 -0.0328 -3.1347
H 7.9394 -0.1192 -4.5373
H 6.5339 -1.1934 -4.4328
```

Values from the calculation:
* LUMO: -2.66 eV
* charge: +1
* frontier orbital gap: 9.50 eV
* highest occupied orbital energy: -12.2 eV



(4)
# C28H75N5O9

A 7-piece molecular cluster, C28H75N5O9 overall in a non-equilibrium geometry (ωB97M-V/def2-TZVPD, OMol25).

```
117
C28H75N5O9 ωB97M-V/def2-TZVPD
C -1.5777 -2.3169 -3.5488
O -2.9941 -2.3502 -3.7965
C -3.5876 -1.2449 -3.1198
C -5.0259 -1.0947 -3.6057
C -5.8060 -0.1157 -2.7675
N -5.8249 -2.3433 -3.5203
H -1.0454 -1.4159 -3.8402
H -1.1468 -3.1759 -4.0939
H -1.4043 -2.4333 -2.4908
H -3.5090 -1.4325 -2.0313
H -3.0667 -0.2974 -3.3687
H -4.9726 -0.8261 -4.6581
H -6.8223 0.0492 -3.1166
H -5.4093 0.9181 -2.7078
H -5.9130 -0.4918 -1.7373
H -5.3140 -3.1442 -3.9210
H -5.7724 -2.6295 -2.5601
C -0.6726 4.3411 5.2543
O -0.6543 4.0846 3.8475
C -1.9751 3.9237 3.3367
C -1.8472 3.4600 1.8858
C -1.0001 4.4201 1.0014
N -3.1735 3.2188 1.2814
H 0.3901 4.4017 5.5235
H -1.0802 3.4656 5.7745
H -1.2636 5.1996 5.5269
H -2.5442 3.2189 3.9244
H -2.5604 4.8585 3.4113
H -1.2914 2.4956 1.8743
H -0.0762 4.8237 1.4748
H -1.6812 5.2875 0.8188
H -0.7587 4.0219 0.0085
H -3.5745 4.0706 0.9362
H -3.0941 2.6724 0.4326
C -2.3733 -4.2316 4.8616
O -3.0161 -3.2076 4.1246
C -2.1977 -2.0984 3.8908
C -3.0046 -1.1708 3.0328
C -3.3180 -1.7716 1.6222
N -2.3035 0.1409 2.9488
H -1.6758 -3.8534 5.6493
H -1.7850 -4.9852 4.2722
H -3.1393 -4.8301 5.3659
H -1.8696 -1.7103 4.8734
H -1.2672 -2.4396 3.3159
H -3.8867 -1.0602 3.6198
H -3.7452 -2.7497 1.6179
H -2.3951 -1.6586 1.0414
H -4.0122 -1.0973 1.1551
H -2.9143 0.9001 2.7246
H -1.6105 0.0662 2.2079
C 5.4430 -3.8421 -0.6793
O 4.5668 -2.9963 -1.3343
C 3.4850 -3.7054 -1.8555
C 2.6307 -2.6630 -2.5880
N 3.3207 -2.0855 -3.7573
C 2.5570 -1.2763 -4.6550
C 2.4407 0.1847 -4.2201
O 3.8170 0.5796 -4.0985
C 3.9904 1.9846 -3.8455
H 6.1168 -3.2256 -0.1013
H 5.9576 -4.3430 -1.4579
H 4.8591 -4.5895 -0.1127
H 2.9373 -4.2174 -1.0203
H 3.8107 -4.3826 -2.7049
H 2.3210 -1.8521 -1.8535
H 1.7233 -3.1184 -2.9974
H 4.1595 -1.5862 -3.4831
H 1.5266 -1.6817 -4.6931
H 2.9968 -1.3619 -5.6543
H 1.9884 0.2860 -3.2110
H 1.9058 0.7625 -4.9847
H 5.0765 2.2034 -3.9342
H 3.6769 2.3441 -2.8661
H 3.4661 2.5330 -4.6915
C 5.3871 1.5964 -0.4615
O 4.4790 0.9580 0.4453
C 3.5276 0.1686 -0.1305
C 2.9969 -0.7708 0.9644
N 2.3161 -0.0219 2.0038
C 1.6137 -0.8910 2.9182
C 1.0648 -0.1649 4.0947
O 2.1199 0.2512 4.9706
C 1.6369 0.7863 6.1465
H 5.7935 0.8420 -1.1311
H 6.1722 2.0514 0.1591
H 4.9059 2.4217 -1.0027
H 3.8632 -0.4742 -0.9719
H 2.6948 0.7663 -0.5619
H 3.8815 -1.3711 1.3199
H 2.3671 -1.4861 0.4780
H 3.0637 0.4251 2.5665
H 2.2630 -1.6820 3.3105
H 0.7686 -1.3245 2.4064
H 0.4169 -0.8091 4.6845
H 0.4263 0.6817 3.7712
H 2.4897 0.8979 6.8716
H 0.8828 0.0817 6.5874
H 1.0513 1.7475 5.9641
C -1.5801 0.2955 -0.7759
C -0.1979 0.0014 -0.1797
O 0.0148 0.9065 0.7980
H -2.3660 0.1983 -0.0359
H -1.8002 -0.2743 -1.6541
H -1.5627 1.3444 -1.0976
H 0.5885 -0.0529 -0.9052
H -0.2629 -0.9759 0.3463
H 0.8496 0.6464 1.2440
C 0.1440 2.5116 -2.5602
C -0.5722 2.3972 -3.8945
O -1.6001 1.4837 -3.8035
H -0.5238 2.9195 -1.8007
H 1.0547 3.0719 -2.6945
H 0.5144 1.5968 -2.1065
H 0.1632 2.3197 -4.7016
H -1.0011 3.4267 -4.0715
H -2.2544 1.6904 -4.4628
```

Values from the calculation:
* LUMO: 0.48 eV
* charge: 0
* frontier orbital gap: 9.16 eV
* SMILES string: COC[C@H](C)N.COC[C@H](C)N.COC[C@H](C)N.COCCNCCOC.COCCNCCOC.CCO.CCO
* highest occupied orbital energy: -8.7 eV



(5)
# C34H89N8O13

A 8-piece molecular cluster, C34H89N8O13 overall in a non-equilibrium geometry (ωB97M-V/def2-TZVPD, OMol25).

```
144
C34H89N8O13 ωB97M-V/def2-TZVPD
N 1.1986 -0.7397 -0.1754
O 1.2618 0.3343 -0.7640
O 0.9152 -1.8085 -0.7202
O 1.4363 -0.6537 1.0289
C -1.9925 1.4971 5.0121
O -0.9145 2.1313 4.3710
C 0.0717 1.2493 3.7965
C 1.1866 2.1467 3.1544
N 2.4299 1.4999 2.7686
C 3.2726 2.4754 2.0431
C 2.5885 3.3233 0.9299
O 1.8118 4.3507 1.4403
C 0.9345 4.9485 0.4809
H -2.5735 2.2566 5.5353
H -1.6222 0.8082 5.7713
H -2.6264 1.0637 4.2385
H -0.3777 0.5520 3.0895
H 0.5716 0.5636 4.4807
H 1.3501 3.0471 3.7465
H 0.6828 2.5415 2.2722
H 2.1937 0.7847 2.0957
H 4.1012 1.9051 1.6232
H 3.6883 3.2442 2.6945
H 2.0540 2.6494 0.2604
H 3.3559 3.7626 0.2924
H 0.3927 4.1414 -0.0123
H 1.4831 5.3547 -0.3689
H 0.2980 5.7689 0.8125
C -5.3251 3.1371 5.8311
O -5.0431 1.7134 5.9068
C -6.2243 0.9015 5.8399
C -5.8237 -0.5675 5.8027
N -4.8546 -0.7361 4.6382
C -4.1341 -2.0033 4.6796
C -3.2753 -2.2132 3.3890
O -1.9332 -1.9338 3.7280
C -1.0722 -2.0934 2.5853
H -4.4463 3.7046 6.1374
H -6.1169 3.3532 6.5483
H -5.5206 3.3368 4.7776
H -6.7693 1.1643 4.9332
H -6.8459 1.0761 6.7181
H -6.7931 -1.0563 5.7057
H -5.2845 -0.8109 6.7182
H -4.2932 0.0892 4.7927
H -4.6746 -2.9408 4.8105
H -3.5493 -2.0785 5.5964
H -3.7039 -1.5453 2.6417
H -3.3606 -3.2151 2.9684
H -1.0469 -1.2940 1.8448
H -1.2303 -2.9121 1.8833
H -0.0523 -2.1347 2.9676
C -0.3609 2.3579 -4.1312
O -1.1399 1.1872 -3.8282
C -2.2535 1.0278 -4.6945
C -2.9161 -0.3540 -4.4850
N -2.0611 -1.5055 -4.8165
C -2.6481 -2.8369 -4.6645
C -2.5070 -3.2753 -3.1763
O -1.1555 -3.3462 -2.6816
C -0.9959 -4.0940 -1.4628
H 0.1722 2.3424 -5.0819
H 0.2425 2.4179 -3.2254
H -0.9902 3.2472 -4.0976
H -1.9969 1.0674 -5.7531
H -2.9164 1.8617 -4.4638
H -3.8163 -0.3331 -5.0993
H -3.2087 -0.5165 -3.4476
H -1.6263 -1.4239 -5.7245
H -2.1900 -3.6057 -5.2866
H -3.7165 -2.8205 -4.8800
H -3.0710 -4.1796 -2.9479
H -3.0809 -2.6042 -2.5373
H -1.4506 -5.0769 -1.5865
H -1.3874 -3.6981 -0.5257
H 0.0711 -4.2558 -1.3099
C 4.7084 -1.5630 1.8020
C 4.4657 -1.8990 3.2933
C 5.3545 -0.9597 4.1697
O 6.7338 -1.0168 3.7841
C 7.6537 -0.5281 4.7482
N 3.1186 -1.5851 3.5691
H 4.1715 -2.3559 1.2815
H 5.7825 -1.5384 1.6181
H 4.2871 -0.6205 1.4523
H 4.7637 -2.9442 3.3753
H 5.3773 -1.2400 5.2228
H 5.0694 0.0913 4.1231
H 7.7280 0.5574 4.6840
H 8.6846 -0.7430 4.4669
H 7.3796 -0.8912 5.7387
H 3.2236 -0.6725 3.9890
H 2.7081 -1.4081 2.6634
C -2.2293 0.0853 -0.7026
C -2.3747 1.4558 -0.1449
C -3.3307 1.6999 1.0631
O -4.6834 1.5945 0.6115
C -5.6264 1.8675 1.6295
N -1.0662 1.8788 0.2413
H -3.1625 -0.2134 -1.1803
H -2.0906 -0.6002 0.1334
H -1.4328 0.0110 -1.4430
H -2.7214 2.0816 -0.9672
H -3.2272 2.7107 1.4577
H -3.1789 1.0188 1.9005
H -6.6359 1.9003 1.2197
H -5.5021 2.8318 2.1223
H -5.6728 1.1207 2.4221
H -0.6861 1.2695 0.9515
H -0.4599 1.7364 -0.5538
C 3.6959 2.8533 -2.6920
C 3.0613 2.8142 -4.1020
C 4.0549 3.3413 -5.1731
O 3.4732 3.5058 -6.4611
C 2.5190 4.6006 -6.5043
N 2.6074 1.4531 -4.4359
H 3.8222 3.8735 -2.3297
H 4.6647 2.3539 -2.6853
H 3.0468 2.3020 -2.0116
H 2.2526 3.5147 -3.8934
H 4.8550 2.6412 -5.4137
H 4.5828 4.2460 -4.8716
H 1.6687 4.3987 -5.8530
H 2.1498 4.6721 -7.5274
H 2.9826 5.5559 -6.2582
H 2.0838 1.3753 -5.2961
H 3.4087 0.9590 -4.8020
C 0.2400 -5.9782 -5.1286
C 0.8919 -4.6443 -4.9260
C 1.7954 -4.7772 -3.6695
O 2.2739 -3.5543 -3.0739
C 3.2394 -3.7222 -1.9993
N 1.5731 -4.2595 -6.1157
H -0.5622 -5.8475 -5.8549
H -0.2671 -6.3271 -4.2291
H 0.8451 -6.8181 -5.4699
H 0.1243 -3.8817 -4.7949
H 2.6282 -5.4140 -3.9676
H 1.2734 -5.3226 -2.8833
H 2.8734 -4.3879 -1.2176
H 3.3670 -2.7933 -1.4433
H 4.2310 -4.0631 -2.2970
H 0.8202 -4.2440 -6.7886
H 1.7990 -3.2811 -6.0076
```

Values from the calculation:
* LUMO: 2.39 eV
* charge: -1
* frontier orbital gap: 7.78 eV
* highest occupied orbital energy: -5.4 eV



(6)
# C3H3NO

A 2-piece molecular cluster, C3H3NO overall in a non-equilibrium geometry (ωB97M-V/def2-TZVPD, OMol25).

```
8
C3H3NO ωB97M-V/def2-TZVPD
N 2.5440 -0.3613 -0.0885
C 1.7125 0.5267 -0.0332
O 0.8858 1.3520 -0.0071
H 3.4611 -0.3362 0.0774
C -2.1550 0.6545 -0.0587
C -1.2396 -0.1321 -0.2113
H -3.0645 1.1857 -0.0986
H -0.3901 -0.7739 -0.2043
```

Values from the calculation:
* LUMO: 0.78 eV
* charge: 0
* frontier orbital gap: 11.01 eV
* SMILES string: N=C=O.C#C
* highest occupied orbital energy: -10.2 eV